No. 1
This record from OMol25 describes a molecular structure, C40H48N4O5PPtSSi. The level of theory is the ωB97M-V functional and the def2-TZVPD basis.

Calculated values
energy above the lowest of the compared OMol25 structures with the same formula, charge and spin	0.017	eV
<S²>	6.0207
LUMO (spin up / spin down)	-0.341 / -0.454	hartree
DFT total energy	-3295.55210	hartree
F_max	0.183	eV/Å
HOMO-LUMO gap (spin up / spin down)	6.02 / 4.07	eV

```
! RIJCOSX wB97M-V def2-TZVPD def2/J DEFGRID3
* xyz 3 5
Pt -0.78535 -0.56383 0.34298
C -0.23018 -5.76129 -0.17271
C -0.12377 -4.28903 -0.57354
C 0.98199 -3.63350 0.24858
C -1.47214 -3.58753 -0.37260
C -2.61936 -4.18191 -1.19540
O -2.81322 -3.21716 -2.26741
C -2.19977 -2.10348 -1.93012
N -1.45799 -2.17584 -0.86961
C -2.43841 -0.97007 -2.85373
C -2.80497 -1.33288 -4.15141
C -3.13108 -0.37346 -5.09641
C -3.13488 0.96533 -4.74512
C -2.77990 1.34016 -3.45749
C -2.40269 0.39518 -2.50530
P -2.06766 1.00421 -0.83207
C -1.09423 2.51476 -0.97880
C -0.24716 2.74561 -2.06968
C 0.53512 3.89141 -2.11238
C 0.49321 4.80318 -1.06292
C -0.32141 4.55956 0.03711
C -1.10985 3.41820 0.08518
C -3.63557 1.35621 -0.04472
C -4.28192 0.32327 0.63507
C -5.53254 0.53769 1.19049
C -6.13616 1.78332 1.06906
C -5.49561 2.81322 0.39073
C -4.24642 2.60439 -0.17165
H 0.74492 -6.24021 -0.25084
H -0.91469 -6.33061 -0.79921
H -0.55996 -5.85536 0.86487
H 0.12365 -4.22959 -1.64180
H 0.77285 -3.75223 1.31582
H 1.10422 -2.56583 0.05138
H 1.94106 -4.11316 0.05168
H -1.71501 -3.58368 0.69290
H -3.56085 -4.24386 -0.65292
H -2.39495 -5.13773 -1.65631
H -2.84830 -2.37886 -4.41805
H -3.40786 -0.67830 -6.09631
H -3.42526 1.71954 -5.46411
H -2.81120 2.38933 -3.19128
H -0.23571 2.06131 -2.90971
H 1.14950 4.09288 -2.98093
H 1.08211 5.70998 -1.10933
H -0.35761 5.26887 0.85340
H -1.74614 3.24079 0.94546
H -3.80937 -0.65057 0.73250
H -6.03839 -0.26168 1.71505
H -7.11327 1.95153 1.50170
H -5.97372 3.77857 0.29461
H -3.75586 3.41139 -0.70196
C 6.03792 -2.00297 2.21604
C 6.32829 -1.23950 0.92666
S 4.92918 -0.25604 0.48421
O 3.80345 -1.11419 0.12665
O 4.67574 0.75872 1.47820
C 5.39193 0.59471 -1.02476
C 4.25644 1.49240 -1.51764
N 2.95619 0.76681 -1.62254
C 1.96762 0.83044 -0.64952
N 1.02478 -0.12349 -0.88527
C 1.38728 -0.78767 -1.96260
C 2.61129 -0.22784 -2.43044
N 3.35627 -0.69764 -3.59159
O 2.87235 -1.66484 -4.12601
O 4.34743 -0.07939 -3.89640
C 1.94126 1.78893 0.44133
H 6.91267 -2.60041 2.46441
H 5.19038 -2.67528 2.09291
H 5.84464 -1.31920 3.04008
H 6.51732 -1.90270 0.08081
H 7.16358 -0.54550 1.03909
H 5.69160 -0.13924 -1.77187
H 6.24495 1.23439 -0.79382
H 4.49664 1.89337 -2.49772
H 4.08023 2.31566 -0.83029
H 0.84026 -1.61329 -2.39207
H 1.94220 2.80971 0.03736
H 2.83770 1.67042 1.06472
H 1.04394 1.64638 1.03844
C 1.58249 -1.04506 3.08388
Si -0.22657 -0.68063 2.88233
C -1.38370 -1.95961 3.57275
C -0.72308 1.07252 3.21130
C 0.20762 2.07338 3.53277
C -0.21185 3.35095 3.86340
C -1.56865 3.66129 3.85890
C -2.50755 2.69059 3.52709
C -2.08789 1.41045 3.20676
H 1.80008 -1.17547 4.14862
H 2.21071 -0.23511 2.70974
H 1.87252 -1.96113 2.56869
H -1.09694 -2.96738 3.27004
H -2.42427 -1.79044 3.29569
H -1.32223 -1.90947 4.66512
H 1.26553 1.83889 3.58312
H 0.51248 4.10123 4.15266
H -1.89417 4.65667 4.13206
H -3.56348 2.92762 3.54171
H -2.83281 0.65979 2.97231
*
```

---

No. 2
This record from OMol25 describes a molecular structure, C28H27N7O2Os in a non-equilibrium geometry. The level of theory is the ωB97M-V functional and the def2-TZVPD basis.

Calculated values
<S²>	6.0361
LUMO (spin up / spin down)	-0.193 / -0.265	hartree
DFT total energy	-1707.13907	hartree
F_max	1.612	eV/Å
HOMO-LUMO gap (spin up / spin down)	7.87 / 6.92	eV

```
! RIJCOSX wB97M-V def2-TZVPD def2/J DEFGRID3
* xyz 2 5
Os 0.24916 0.28088 0.28363
C -2.19709 1.23499 1.77566
N -1.61379 1.41641 0.43191
C -1.40338 2.79136 -0.06950
C -0.28082 2.73746 -1.06637
N 0.52907 1.68512 -1.15917
C 1.44043 1.95826 -2.17494
C 2.46310 1.18243 -2.70787
C 3.19757 1.73887 -3.73434
C 2.92217 3.02562 -4.21945
C 1.89167 3.79222 -3.71285
C 1.14834 3.22734 -2.68519
N 0.05064 3.67809 -1.95479
C -1.70286 -0.06963 2.33159
N -0.52085 -0.58932 2.00426
C -0.37089 -1.75507 2.75363
C 0.67836 -2.66422 2.83211
C 0.51975 -3.72800 3.69588
C -0.64181 -3.89125 4.46467
C -1.68282 -2.98706 4.40162
C -1.51869 -1.91423 3.53701
N -2.33352 -0.82722 3.23205
H -3.28814 1.26004 1.76393
H -1.85187 2.03931 2.42991
H -2.16547 0.88852 -0.24900
H -1.13852 3.44897 0.76146
H -2.30346 3.19580 -0.53772
H 2.64302 0.17978 -2.34190
H 3.99746 1.16798 -4.18580
H 3.52955 3.42492 -5.01991
H 1.67302 4.77740 -4.10213
H -0.40609 4.56925 -2.07606
H 1.58036 -2.52359 2.25141
H 1.31444 -4.45572 3.79157
H -0.71746 -4.73915 5.13110
H -2.57961 -3.10586 4.99521
H -3.22342 -0.62341 3.66065
C 4.65820 -0.12678 0.34314
C 3.25990 -0.64330 0.18398
O 2.32152 0.12405 0.53058
C 3.09995 -1.96362 -0.30233
C 1.90929 -2.62984 -0.54245
C 1.92887 -4.05381 -1.00872
N 0.72635 -2.01653 -0.37984
N -0.34796 -2.72965 -0.51624
C -1.49458 -2.03909 -0.63071
O -1.49688 -0.79654 -0.89044
C -2.74435 -2.77833 -0.44742
C -3.96022 -2.08785 -0.47198
C -5.14698 -2.76086 -0.25410
C -5.13279 -4.13092 -0.01288
C -3.92946 -4.82397 0.00411
C -2.73824 -4.15614 -0.21407
H 4.65822 0.95656 0.43063
H 5.27006 -0.44036 -0.50128
H 5.10109 -0.55177 1.24717
H 4.01120 -2.51321 -0.48709
H 2.92114 -4.48425 -0.91009
H 1.61772 -4.10440 -2.05386
H 1.20957 -4.63555 -0.43379
H -3.96169 -1.02582 -0.68145
H -6.08584 -2.22452 -0.29093
H -6.06316 -4.65733 0.15350
H -3.92010 -5.89219 0.17444
H -1.79390 -4.68220 -0.21336
*
```

---

No. 3
This record from OMol25 describes 2 unconnected molecules or ions with the total composition CH7NOS in a non-equilibrium geometry. The level of theory is the ωB97M-V functional and the def2-TZVPD basis.

Calculated values
energy above the lowest of the compared OMol25 structures with the same formula, charge and spin	0.325	eV
SMILES	NCO.S
LUMO	0.025	hartree
DFT total energy	-570.44642	hartree
F_max	1.486	eV/Å
HOMO-LUMO gap	9.97	eV

```
! RIJCOSX wB97M-V def2-TZVPD def2/J DEFGRID3
* xyz 0 1
S -2.79436 -1.09091 -1.00693
H -1.69070 -0.57823 -0.54147
H -2.45610 -0.78022 -2.27985
N 2.69310 1.33124 1.37820
C 1.94669 0.20335 0.91390
O 1.09124 0.67249 -0.13931
H 2.27725 2.19542 1.10582
H 2.86400 1.25663 2.35805
H 2.60975 -0.53236 0.42718
H 1.36083 -0.28415 1.69559
H 1.00379 -0.04314 -0.78843
*
```

---

No. 4
This record from OMol25 describes a molecular structure, C20H20N5ORuS4. The level of theory is the ωB97M-V functional and the def2-TZVPD basis.

Calculated values
energy above the lowest of the compared OMol25 structures with the same formula, charge and spin	0.000	eV
<S²>	6.0436
LUMO (spin up / spin down)	-0.123 / -0.207	hartree
DFT total energy	-2810.57569	hartree
F_max	0.355	eV/Å
HOMO-LUMO gap (spin up / spin down)	7.77 / 5.82	eV

```
! RIJCOSX wB97M-V def2-TZVPD def2/J DEFGRID3
* xyz 1 5
Ru -1.69233 -0.16517 -1.53120
C 0.59622 -3.45514 0.27073
C -0.20483 -2.69762 -0.74965
N -0.89986 -1.64404 -0.36512
N -0.89391 -1.44121 1.01911
C -1.67791 -0.52535 1.43570
S -2.74805 0.42659 0.41182
S -1.80142 -0.09948 3.12052
C -0.20454 -0.67426 3.80125
C 0.90714 0.31184 3.56964
C 1.19531 1.26869 4.53798
C 2.19516 2.20797 4.33035
C 2.92368 2.20062 3.14928
C 2.65051 1.24406 2.18067
C 1.64838 0.30565 2.38845
C -0.20117 -3.17330 -2.11596
C 0.33520 -4.45484 -2.39160
C 0.35803 -4.97377 -3.65843
C -0.14646 -4.21863 -4.72560
C -0.67993 -2.97679 -4.50141
C -0.72650 -2.44352 -3.20428
O -1.25928 -1.24294 -3.08502
H 0.87432 -2.81149 1.09515
H 1.49026 -3.86572 -0.18713
H 0.00483 -4.27655 0.68123
H 0.00256 -1.65948 3.39109
H -0.41587 -0.77650 4.86502
H 0.63373 1.27878 5.46439
H 2.41114 2.94024 5.09666
H 3.71161 2.92487 2.99239
H 3.22312 1.21770 1.26250
H 1.45186 -0.44062 1.63134
H 0.70938 -5.06177 -1.58228
H 0.76240 -5.96045 -3.83135
H -0.12085 -4.61909 -5.72997
H -1.08573 -2.37315 -5.30111
S -3.44483 3.35992 -3.99727
C -2.93819 2.13733 -3.16116
N -2.53148 1.21947 -2.51437
S 0.65166 0.97155 -1.46308
C 0.07731 2.46095 -0.81870
N -0.32383 3.49416 -1.54866
C -0.77582 4.61917 -0.72688
C -0.57307 4.07860 0.71000
N -0.01845 2.74769 0.46889
H -0.36726 3.46177 -2.55318
H -1.81969 4.84766 -0.93609
H -0.17482 5.50425 -0.92800
H -1.51247 4.00205 1.25626
H 0.12224 4.68388 1.28896
H 0.30252 2.11541 1.18809
*
```

---

No. 5
This record from OMol25 describes a molecular structure, C10H16O2 in a non-equilibrium geometry. The level of theory is the ωB97M-V functional and the def2-TZVPD basis.

Calculated values
energy above the lowest of the compared OMol25 structures with the same formula, charge and spin	9.420	eV
LUMO	0.014	hartree
DFT total energy	-540.76833	hartree
F_max	7.717	eV/Å
HOMO-LUMO gap	8.85	eV

```
! RIJCOSX wB97M-V def2-TZVPD def2/J DEFGRID3
* xyz 0 1
C 2.80847 0.57676 0.12941
C 1.38194 0.44210 0.55509
C 1.08355 0.77976 1.92163
C -0.38420 1.09389 2.26173
C -1.50999 0.38856 1.21550
C -1.05476 0.47626 -0.26320
C -1.90065 -0.44601 -1.28825
C -0.80529 -1.37691 -2.21526
C 0.57094 -0.23920 -1.74050
C 0.34888 -0.02885 -0.30413
H 2.28261 -1.33906 0.43667
H 2.99315 1.21073 -0.81472
H 3.27607 0.83591 1.09228
H 1.68080 1.23386 2.58439
H -0.51830 2.25086 2.50444
H -0.81381 0.17993 3.10167
H -2.46789 1.00845 1.48188
H -2.74054 -1.23464 1.36660
H -0.93595 1.55937 -0.70070
H -2.63297 0.37209 -2.04192
H -2.58599 -1.11262 -0.65295
H -0.67691 -2.57113 -2.01772
H -0.79625 -1.08300 -3.54637
H 1.58114 -0.63575 -2.00209
H 0.40548 0.76751 -2.41704
H 0.03412 -1.19385 -0.04166
O 2.94690 -0.90239 -0.29169
O -1.57053 -1.01261 1.68692
*
```